No. 1
Formula: C3H8NO
Source: the Open Molecules 2025 dataset
Level of theory: ωB97M-V/def2-TZVPD

```
13
Properties=species:S:1:pos:R:3:lowdin_charge:R:1
C -0.572 0.517 0.950 -0.13
C -0.641 1.827 1.294 0.14
C -0.429 -1.279 -0.570 0.13
N -0.719 -0.051 -0.346 0.01
H -0.542 -0.295 1.657 0.12
H -0.653 2.504 0.494 0.06
H -0.793 2.194 2.217 0.04
H -0.799 -1.581 -1.465 0.09
H 0.107 -1.913 0.183 0.16
H -1.258 0.510 -1.102 0.23
H 2.429 -1.485 -0.958 0.09
H 1.966 -0.101 -1.672 0.14
O 1.804 -0.733 -0.871 -0.08
```

The value obtained for the frontier orbital gap is 9.60 eV. Its energy relative to the best compared isomer or geometry (same formula, charge and spin) is 40.3 kcal per mole. The value obtained for the maximum force is 0.1070 hartree/bohr. For the LUMO energy, the calculation gives -4.879 eV. As for the net charge: +1.

=====

No. 2
Formula: C3H8NO2
Source: the Open Molecules 2025 dataset
Level of theory: ωB97M-V/def2-TZVPD

```
14
Properties=species:S:1:pos:R:3:lowdin_charge:R:1
C -1.073 -1.257 -1.015 -0.59
O 0.220 -0.936 -0.850 -0.35
C -1.576 -2.565 -0.389 -0.16
H -1.415 -1.338 -2.118 0.09
H -1.700 -0.500 -0.557 0.05
H -2.621 -2.783 -0.656 0.04
H -1.497 -2.582 0.707 0.05
H -0.995 -3.426 -0.753 0.05
C 0.911 1.304 0.490 -0.34
N 0.031 2.324 0.997 0.04
O 2.117 1.444 0.725 -0.06
H 0.370 0.415 0.104 0.05
H -0.973 2.242 0.900 0.05
H 0.347 2.750 1.887 0.07
```

The value obtained for the frontier orbital gap is 7.01 eV. Its energy relative to the best compared isomer or geometry (same formula, charge and spin) is 55.6 kcal per mole. The value obtained for the maximum force is 0.0621 hartree/bohr. For the LUMO energy, the calculation gives 4.179 eV. As for the net charge: -1.

=====

No. 3
Formula: C3H8NO2
Source: the Open Molecules 2025 dataset
Level of theory: ωB97M-V/def2-TZVPD

```
14
Properties=species:S:1:pos:R:3:lowdin_charge:R:1
O -1.417 -0.296 -2.318 -0.35
C -0.295 0.369 -2.055 -0.60
N -0.053 0.753 -0.623 -0.10
C -0.137 -0.427 0.326 -0.24
C 0.254 0.103 1.660 -0.24
O 1.075 -0.880 2.443 -0.12
H 0.639 -0.187 -2.337 0.07
H -0.242 1.365 -2.531 0.06
H -0.862 1.303 -0.334 0.08
H 0.713 -1.026 -0.034 0.11
H -1.083 -0.919 0.091 0.10
H -0.576 0.341 2.347 0.10
H 0.829 1.025 1.618 0.10
H 1.155 -1.524 1.748 0.03
```

The value obtained for the frontier orbital gap is 6.45 eV. Its energy relative to the best compared isomer or geometry (same formula, charge and spin) is 71.7 kcal per mole. The value obtained for the maximum force is 0.0633 hartree/bohr. For the LUMO energy, the calculation gives 3.878 eV. As for the net charge: -1. As for the SMILES: [O-]CNCCO.